8
Properties=species:S:1:pos:R:3:forces:R:3 method="wB97M-V/def2-TZVPD" max_force_ha_per_bohr=0.082 smiles=BrCCI e_homo_ev=-9.8 orbital_gap_ev=10.04 relative_energy_ev=0.650 multiplicity=1 lumo_energy_ev=0.24
C -0.1986 -0.0722 0.7537 -1.1 -1.2 -0.4
I 0.0063 -1.6909 -1.8848 0.1 -0.1 0.3
H -0.4151 0.8800 -1.3548 0.8 -1.8 1.7
C 0.1766 0.0644 -0.7191 -3.2 2.6 -0.9
Br 0.0893 1.4372 1.9431 0.2 0.4 -0.4
H 0.5373 -0.8204 1.1430 -1.4 0.2 0.0
H 1.1250 0.4462 -0.7271 2.8 0.4 -0.5
H -1.3208 -0.2443 0.8460 1.8 -0.5 0.2